a.
C7H16N | ωB97M-V/def2-TZVPD

Properties
SMILES string ... C/C=C/CC[C@H](C)[NH3+]
Spin multiplicity ... 1
LUMO energy ... -0.129 Ha
Net charge ... +1
Gap between HOMO and LUMO ... 8.95 eV

Each line ends with the Löwdin charge.
Element x y z (Å)
C -1.107 2.852 1.581  -0.1015
C -0.537 1.484 1.712  -0.1563
C -1.023 0.335 1.261  -0.1857
C -0.464 -1.006 1.382  -0.1369
C 0.759 -0.856 0.328  -0.1864
C 0.407 -0.717 -1.081  -0.3004
C -0.047 -2.027 -1.662  -0.0500
N 1.568 -0.091 -2.148  0.1908
H -1.397 3.194 0.619  0.0598
H -2.006 3.016 2.243  0.1032
H -0.434 3.603 2.001  0.0730
H 0.526 1.537 2.071  0.1256
H -2.038 0.376 0.875  0.1240
H 0.093 -1.247 2.336  0.1391
H -1.081 -1.894 1.315  0.1110
H 1.404 -1.868 0.411  0.1690
H 1.285 -0.046 0.693  0.0695
H -0.266 0.194 -1.211  0.1636
H -0.385 -1.995 -2.695  0.0902
H -1.101 -2.022 -1.352  0.1058
H 0.402 -2.975 -1.397  0.1003
H 1.161 0.252 -3.031  0.1512
H 2.119 0.775 -1.810  0.1939
H 2.163 -0.875 -2.440  0.1473



b.
C7H16N | ωB97M-V/def2-TZVPD

Properties
SMILES string ... C/C=C(/C)C[C@@H](C)[NH3+]
Spin multiplicity ... 1
LUMO energy ... -0.133 Ha
Net charge ... +1
Gap between HOMO and LUMO ... 8.95 eV

Each line ends with the Löwdin charge.
Element x y z (Å)
C 2.229 -0.877 -1.029  -0.1206
C 2.029 0.301 -0.258  -0.1902
C 0.923 0.924 0.003  -0.3284
C 1.038 2.126 0.924  -0.0608
C -0.484 0.686 -0.498  -0.0843
C -1.105 -0.519 0.290  -0.3216
C -2.303 -0.223 1.184  -0.0487
N -1.350 -1.693 -0.672  0.1920
H 1.818 -0.766 -2.129  0.1203
H 1.819 -1.798 -0.622  0.0695
H 3.319 -0.910 -1.233  0.0918
H 3.035 0.519 0.197  0.1450
H 0.884 3.007 0.212  0.1092
H 0.289 2.325 1.803  0.1135
H 1.983 2.337 1.360  0.0565
H -0.361 0.340 -1.587  0.1406
H -1.131 1.488 -0.334  0.0959
H -0.201 -0.922 0.911  0.1756
H -3.141 0.190 0.541  0.1105
H -2.084 0.628 1.908  0.1197
H -2.716 -1.063 1.760  0.0888
H -2.418 -1.895 -0.590  0.2035
H -1.098 -1.532 -1.622  0.1281
H -0.975 -2.672 -0.519  0.1943



Quick one: least stable of them? a



a.
C3H11N3 | ωB97M-V/def2-TZVPD

Properties
SMILES string ... [H]/N=C/N.CNC
Spin multiplicity ... 1
LUMO energy ... 0.027 Ha
Gap between HOMO and LUMO ... 9.25 eV

Each line ends with the Löwdin charge.
Element x y z (Å)
H -3.765 -2.180 -0.514  0.0148
N -2.820 -2.460 -0.749  0.0290
C -2.025 -1.591 -0.249  -0.4398
N -0.684 -1.648 -0.131  0.0583
H -2.472 -0.625 0.049  0.1073
H -0.053 -0.846 0.084  0.0271
H -0.364 -2.575 0.117  0.0880
C 2.060 0.471 0.655  -0.1094
N 0.790 0.615 -0.111  -0.2112
C 0.384 2.026 -0.182  -0.1191
H 2.083 1.202 1.456  0.0730
H 2.936 0.618 0.027  0.0791
H 2.097 -0.496 1.158  0.0727
H 1.066 0.341 -1.045  0.0996
H 1.217 2.723 -0.068  0.0733
H -0.119 2.228 -1.124  0.0780
H -0.330 2.196 0.626  0.0794



b.
C3H11N3 | ωB97M-V/def2-TZVPD

Properties
SMILES string ... C=NC.NCN
Spin multiplicity ... 1
LUMO energy ... 0.029 Ha
Gap between HOMO and LUMO ... 9.79 eV

Each line ends with the Löwdin charge.
Element x y z (Å)
C -2.244 1.314 -0.869  -0.1044
N -2.246 2.428 -1.473  -0.0811
C -1.262 3.404 -0.915  -0.1429
H -3.169 0.742 -0.950  0.0607
H -1.473 0.883 -0.225  0.0648
H -1.428 3.513 0.162  0.0712
H -1.574 4.373 -1.304  0.0588
H -0.239 3.191 -1.232  0.0728
N 2.565 -2.032 -0.031  -0.0191
C 1.451 -1.672 0.882  -0.3411
N 0.970 -2.868 1.611  -0.0196
H 2.544 -3.017 -0.270  0.0476
H 2.355 -1.628 -0.939  0.0494
H 1.896 -1.181 1.739  0.0962
H 0.715 -1.179 0.267  0.0819
H 0.681 -3.689 1.114  0.0505
H 0.457 -2.583 2.430  0.0543



c.
C3H11N3 | ωB97M-V/def2-TZVPD

Properties
Spin multiplicity ... 1
LUMO energy (alpha / beta) ... 0.022 / 0.022 Ha
Gap between HOMO and LUMO (alpha / beta) ... 6.39 / 5.92 eV

Each line ends with the Löwdin charge.
Element x y z (Å)
C -0.167 -1.169 -0.765  -0.2540
C 1.198 0.258 1.246  0.0535
C -1.426 0.609 0.425  -0.0846
N 0.423 -0.312 -1.757  -0.2069
N 1.505 0.435 -1.187  -0.1286
N -0.461 -0.481 0.521  -0.1583
H -0.296 0.255 -2.200  0.0833
H 1.266 1.420 -1.342  -0.0244
H -0.700 -1.145 1.246  0.1298
H -1.099 -1.585 -1.159  0.1188
H 0.523 -1.978 -0.517  0.1160
H 1.390 1.302 1.062  0.0288
H 2.028 -0.375 0.979  0.0321
H 0.794 0.078 2.243  0.0373
H -1.678 0.967 1.423  0.0882
H -2.340 0.297 -0.091  0.0889
H -0.959 1.425 -0.127  0.0803



Quick one: least stable of them? c